(1)
{"formula": "C2H7N2S3", "method": "ωB97M-V with the def2-TZVPD basis set", "charge": 1, "homo_ev": -13.7, "gap_ev": 9.91, "de_lowest_kcal_mol": 18.6, "symbols": ["C", "C", "N", "N", "S", "S", "S", "H", "H", "H", "H", "H", "H", "H"], "xyz": [[-0.40, 0.26, -0.04], [1.64, -0.10, 1.36], [-1.20, -0.05, -1.10], [0.69, -0.44, 0.33], [-0.72, 1.79, 1.03], [-2.48, 1.02, -1.55], [0.92, -2.03, -0.42], [1.37, 0.96, 1.63], [2.59, -0.29, 0.83], [1.51, -0.71, 2.36], [-0.81, -0.85, -1.72], [-1.95, 1.95, 0.40], [-3.31, 0.13, -2.00], [2.14, -1.66, -1.09]], "nbo_charge": [0.434, -0.411, -0.738, -0.513, 0.063, 0.285, 0.209, 0.228, 0.236, 0.252, 0.466, 0.177, 0.146, 0.166]}



(2)
{"formula": "C5H9NOS", "method": "ωB97M-V with the def2-TZVPD basis set", "homo_ev": -9.0, "gap_ev": 9.83, "de_lowest_kcal_mol": 46.2, "smiles": "N[C@H]1[C@H]2COC[C@]21S", "symbols": ["N", "C", "C", "C", "O", "C", "C", "S", "H", "H", "H", "H", "H", "H", "H", "H", "H"], "xyz": [[-1.53, -0.01, -1.07], [-0.91, -0.78, -0.05], [0.62, -0.99, -0.12], [1.42, -0.17, -1.13], [1.08, 1.18, -0.84], [0.44, 1.34, 0.41], [-0.01, -0.01, 0.89], [0.08, -0.37, 2.62], [-2.37, 0.47, -0.77], [-1.78, -0.57, -1.87], [-1.43, -1.62, 0.48], [0.95, -1.99, 0.06], [2.49, -0.30, -0.98], [1.18, -0.38, -2.16], [-0.44, 2.01, 0.28], [1.10, 1.81, 1.14], [-0.91, 0.38, 3.10]], "nbo_charge": [-0.833, -0.063, -0.246, -0.061, -0.529, -0.070, -0.224, 0.016, 0.365, 0.367, 0.195, 0.232, 0.176, 0.188, 0.185, 0.186, 0.116]}



(3)
{"formula": "C4H3O2Tb", "method": "ωB97M-V with the def2-TZVPD basis set", "s_squared": 12.97, "homo_ev": [-5.9, -6.6], "gap_ev": [4.60, 5.61], "de_lowest_kcal_mol": 0.0, "spin_multiplicity": 7, "symbols": ["O", "C", "C", "C", "C", "H", "H", "H", "Tb", "O"], "xyz": [[1.35, -1.38, 0.51], [0.54, -1.00, -0.55], [-0.95, -1.09, -0.31], [-0.57, 0.36, -0.36], [-0.19, 1.47, 0.29], [-1.26, -1.44, 0.69], [-1.53, -1.47, -1.15], [-0.92, 2.26, 0.53], [2.42, 0.39, -0.04], [1.11, 1.89, 0.41]], "mulliken_spin": [-0.088, -0.278, 0.026, -0.017, -0.011, -0.002, 0.000, 0.002, 6.394, -0.026]}



(4)
{"formula": "C32H52N9O7", "method": "ωB97M-V with the def2-TZVPD basis set", "charge": 1, "homo_ev": -9.5, "gap_ev": 4.70, "de_lowest_kcal_mol": 12.8, "symbols": ["C", "C", "C", "C", "C", "C", "N", "O", "C", "C", "C", "H", "H", "H", "H", "H", "H", "H", "H", "H", "H", "H", "H", "H", "H", "H", "H", "H", "H", "N", "C", "C", "C", "C", "H", "H", "H", "H", "H", "N", "C", "C", "C", "C", "H", "H", "H", "H", "H", "N", "C", "C", "C", "C", "H", "H", "H", "H", "H", "N", "C", "C", "C", "C", "H", "H", "H", "H", "H", "N", "C", "C", "C", "C", "H", "H", "H", "H", "H", "C", "N", "O", "O", "H", "H", "H", "C", "N", "O", "O", "H", "H", "H", "C", "N", "O", "O", "H", "H", "H"], "xyz": [[-31.13, -42.75, -24.19], [-32.02, -41.41, -24.36], [-31.89, -40.42, -23.10], [-30.73, -39.45, -23.33], [-31.05, -38.67, -24.59], [-30.98, -39.53, -25.91], [-31.79, -40.83, -25.67], [-32.13, -41.33, -26.69], [-29.63, -39.88, -26.12], [-31.60, -38.82, -27.19], [-33.49, -41.86, -24.20], [-31.25, -43.29, -23.22], [-30.00, -42.71, -24.12], [-31.28, -43.36, -24.85], [-31.63, -40.81, -22.34], [-32.80, -39.88, -22.87], [-29.79, -40.15, -23.46], [-30.51, -38.82, -22.46], [-30.63, -37.72, -24.52], [-32.14, -38.23, -24.61], [-28.83, -39.10, -26.10], [-29.53, -40.39, -27.02], [-29.24, -40.56, -25.32], [-31.36, -39.56, -27.93], [-30.99, -37.95, -27.50], [-32.63, -38.70, -27.14], [-34.06, -41.02, -24.21], [-33.49, -42.42, -23.28], [-33.89, -42.51, -25.15], [-27.07, -34.87, -28.76], [-28.10, -34.05, -29.28], [-29.37, -34.22, -28.48], [-29.01, -35.29, -27.49], [-27.58, -35.75, -27.83], [-26.09, -34.70, -28.96], [-27.75, -33.35, -30.08], [-30.26, -33.68, -28.60], [-29.62, -35.69, -26.87], [-27.24, -36.52, -27.38], [-36.03, -43.41, -21.33], [-34.86, -43.75, -20.73], [-34.11, -42.53, -20.42], [-34.96, -41.45, -20.82], [-36.16, -42.06, -21.44], [-36.68, -44.07, -21.60], [-34.53, -44.63, -20.63], [-33.20, -42.60, -19.78], [-34.79, -40.37, -20.68], [-37.27, -41.79, -21.99], [-28.52, -43.47, -21.99], [-29.09, -42.39, -21.33], [-28.27, -41.20, -21.62], [-27.25, -41.69, -22.59], [-27.64, -43.22, -22.85], [-29.12, -44.33, -22.19], [-29.82, -42.26, -20.82], [-28.32, -40.05, -21.41], [-26.37, -41.19, -22.94], [-27.17, -43.75, -23.66], [-30.07, -46.20, -21.06], [-31.09, -45.87, -21.96], [-30.59, -45.95, -23.38], [-29.14, -46.48, -23.20], [-28.94, -46.56, -21.78], [-30.19, -46.27, -20.04], [-32.09, -45.65, -21.45], [-31.25, -45.77, -24.27], [-28.37, -46.79, -24.03], [-28.22, -47.09, -21.40], [-32.29, -33.78, -22.94], [-32.68, -34.79, -23.79], [-32.01, -34.63, -25.10], [-31.18, -33.37, -25.02], [-31.52, -32.76, -23.60], [-32.56, -33.51, -21.87], [-33.25, -35.69, -23.48], [-32.03, -35.37, -25.95], [-30.52, -32.95, -25.62], [-31.26, -31.88, -23.06], [-31.15, -41.12, -31.92], [-30.32, -41.59, -30.84], [-30.17, -40.72, -29.95], [-30.13, -42.82, -30.76], [-30.66, -40.35, -32.23], [-32.04, -40.87, -31.47], [-31.27, -42.04, -32.60], [-28.11, -35.40, -22.82], [-27.47, -36.62, -23.36], [-27.97, -37.75, -23.20], [-26.45, -36.48, -24.06], [-28.19, -34.59, -23.66], [-27.41, -35.21, -22.00], [-29.05, -35.87, -22.23], [-32.73, -45.55, -28.98], [-32.32, -44.26, -28.36], [-31.37, -44.34, -27.63], [-33.23, -43.33, -28.50], [-33.16, -45.37, -29.98], [-33.45, -46.05, -28.47], [-31.79, -46.14, -29.26]], "mulliken_charge": [-2.769, 1.589, -2.378, 0.909, -1.580, 1.600, 1.068, -0.319, -1.377, -1.782, -1.751, 0.295, 0.201, 1.672, 1.172, 0.283, -0.764, 0.645, 0.644, 0.247, 0.203, 0.540, 0.041, 0.510, 0.256, 0.515, 0.841, 0.139, 0.180, -0.071, -0.376, -0.832, -0.277, -1.085, 0.254, 0.349, 0.465, 0.877, 0.675, 0.078, -0.934, -0.199, -0.574, -0.366, 0.142, 0.724, 0.444, 0.439, 0.247, -0.001, -1.569, -0.065, -0.672, -0.381, 0.393, 1.159, 0.288, 0.478, 0.396, -0.051, -0.218, -0.240, -0.470, -0.742, 0.255, 0.239, 0.469, 0.333, 0.594, -0.078, -0.688, -0.220, -0.536, -0.704, 0.315, 0.419, 0.461, 0.690, 0.377, -0.828, 0.831, -0.502, -0.501, 0.362, 0.327, 0.300, -0.716, 0.781, -0.448, -0.502, 0.258, 0.355, 0.234, -0.878, 0.862, -0.447, -0.504, 0.311, 0.350, 0.313]}



(5)
{"formula": "C4H4NO5", "method": "ωB97M-V with the def2-TZVPD basis set", "charge": -1, "homo_ev": -4.7, "gap_ev": 8.27, "de_lowest_kcal_mol": 16.4, "smiles": "[H]/N=C(\\[O-])OCC(=O)C(=O)O", "symbols": ["H", "N", "C", "O", "O", "C", "C", "O", "C", "O", "O", "H", "H", "H"], "xyz": [[-1.29, 1.76, 1.75], [-1.12, 1.02, 1.08], [-2.12, 0.69, 0.30], [-3.27, 1.14, 0.26], [-1.78, -0.13, -0.74], [-0.51, -0.60, -0.86], [0.51, -0.15, 0.27], [0.99, -0.96, 1.06], [1.36, 1.14, -0.15], [1.11, 1.92, -1.02], [2.57, 0.97, 0.39], [-0.06, -0.33, -1.89], [-0.53, -1.61, -0.79], [2.65, 0.23, 0.97]], "nbo_charge": [0.368, -0.888, 0.832, -0.743, -0.528, -0.110, 0.480, -0.685, 0.726, -0.588, -0.702, 0.164, 0.164, 0.509]}



(6)
{"formula": "C18H21FeN7O4", "method": "ωB97M-V with the def2-TZVPD basis set", "charge": -1, "s_squared": 8.77, "homo_ev": [-2.9, -4.1], "gap_ev": [5.97, 7.10], "de_lowest_kcal_mol": 69.9, "spin_multiplicity": 6, "symbols": ["Fe", "O", "C", "C", "C", "C", "C", "C", "C", "N", "C", "C", "N", "C", "C", "C", "C", "C", "C", "C", "O", "H", "H", "H", "H", "H", "H", "H", "H", "H", "H", "H", "H", "H", "H", "N", "N", "C", "N", "N", "N", "O", "O", "H", "H", "H", "H", "H", "C", "H", "H"], "xyz": [[-0.68, 0.78, -0.72], [-0.03, 0.20, 1.16], [1.10, 0.23, 1.76], [1.16, 0.20, 3.18], [2.35, 0.25, 3.86], [3.57, 0.31, 3.18], [3.55, 0.32, 1.80], [2.35, 0.28, 1.07], [2.44, 0.24, -0.37], [1.46, 0.33, -1.19], [1.75, 0.06, -2.59], [1.47, -1.42, -2.90], [0.18, -1.78, -2.35], [0.11, -2.84, -1.67], [-1.07, -3.30, -0.92], [-1.04, -4.57, -0.36], [-2.06, -5.04, 0.46], [-3.12, -4.19, 0.75], [-3.17, -2.91, 0.22], [-2.16, -2.45, -0.64], [-2.18, -1.26, -1.20], [0.21, 0.13, 3.70], [2.34, 0.23, 4.94], [4.51, 0.35, 3.72], [4.48, 0.35, 1.24], [3.45, 0.08, -0.77], [2.80, 0.28, -2.84], [1.09, 0.69, -3.19], [2.27, -2.05, -2.50], [1.44, -1.54, -3.99], [0.99, -3.49, -1.54], [-0.18, -5.20, -0.56], [-2.01, -6.03, 0.88], [-3.92, -4.52, 1.39], [-4.00, -2.24, 0.45], [0.14, 3.11, 1.67], [-0.66, 4.17, 1.18], [-0.93, 4.11, -0.19], [-1.54, 5.24, -0.68], [-0.72, 3.01, -0.84], [-0.94, 2.98, -2.20], [-0.77, 1.77, -2.66], [-0.89, 4.01, -2.94], [-0.36, 2.23, 1.72], [0.48, 3.37, 2.58], [-1.54, 4.29, 1.69], [-1.19, 6.09, -0.26], [-1.53, 5.22, -1.70], [-2.62, -0.03, -0.47], [-2.80, -0.32, 0.57], [-3.56, 0.28, -0.93]], "mulliken_spin": [3.803, 0.062, 0.014, 0.006, -0.001, 0.001, 0.001, -0.017, -0.002, 0.014, 0.019, 0.005, 0.005, 0.011, -0.018, -0.003, 0.002, -0.001, 0.019, 0.004, 0.020, 0.000, 0.000, 0.000, 0.000, 0.006, -0.001, -0.011, 0.000, 0.000, 0.000, 0.000, 0.000, 0.000, -0.007, 0.012, -0.007, 0.164, 0.039, -0.071, 0.448, 0.210, 0.230, 0.002, 0.001, 0.012, 0.007, 0.004, 0.026, -0.001, -0.007]}



(7)
{"formula": "C20H16F6N2", "method": "ωB97M-V with the def2-TZVPD basis set", "homo_ev": -5.8, "gap_ev": 2.02, "de_lowest_kcal_mol": 6.3, "symbols": ["C", "C", "N", "C", "C", "C", "N", "H", "H", "H", "H", "H", "H", "H", "F", "C", "F", "F", "C", "C", "C", "C", "C", "C", "C", "C", "C", "C", "F", "F", "F", "C", "C", "C", "C", "H", "H", "H", "H", "H", "H", "H", "H", "H"], "xyz": [[1.05, -4.25, 0.06], [-0.30, -3.66, 0.07], [-1.41, -4.45, 0.01], [-2.47, -3.60, 0.05], [-3.87, -4.06, 0.02], [-1.97, -2.26, 0.14], [-0.61, -2.33, 0.16], [1.82, -3.48, 0.07], [1.17, -4.89, 0.94], [1.16, -4.87, -0.84], [-4.55, -3.19, 0.00], [-4.06, -4.67, -0.88], [-4.11, -4.68, 0.90], [-2.57, -1.36, 0.20], [-0.75, 5.02, 4.52], [-1.19, 3.72, 4.56], [-0.87, 3.23, 5.79], [-2.56, 3.77, 4.49], [-0.62, 2.89, 3.45], [-0.54, 1.51, 3.61], [-0.11, 0.74, 2.55], [0.28, 1.33, 1.31], [0.53, 0.46, 0.24], [1.05, 0.76, -1.05], [0.92, 2.01, -1.72], [1.49, 2.19, -2.97], [2.09, 1.13, -3.62], [2.57, 1.32, -5.02], [3.54, 0.42, -5.38], [1.54, 1.18, -5.92], [3.09, 2.57, -5.22], [2.18, -0.14, -3.03], [1.68, -0.31, -1.75], [0.37, 2.76, 1.27], [-0.19, 3.51, 2.28], [-0.81, 1.04, 4.55], [-0.08, -0.35, 2.63], [0.36, -0.59, 0.44], [0.32, 2.81, -1.29], [1.45, 3.18, -3.44], [2.65, -0.97, -3.55], [1.73, -1.28, -1.26], [0.86, 3.26, 0.45], [-0.27, 4.60, 2.18]], "nbo_charge": [-0.634, 0.255, -0.532, 0.064, -0.626, -0.194, -0.651, 0.184, 0.216, 0.215, 0.198, 0.208, 0.205, 0.168, -0.316, 0.966, -0.314, -0.314, -0.047, -0.209, -0.075, -0.097, 0.113, -0.090, -0.139, -0.196, -0.063, 0.968, -0.314, -0.316, -0.319, -0.190, -0.092, -0.120, -0.201, 0.256, 0.261, 0.308, 0.223, 0.247, 0.255, 0.263, 0.226, 0.250]}



(8)
{"formula": "ClFH2NPS", "method": "ωB97M-V with the def2-TZVPD basis set", "homo_ev": -9.7, "gap_ev": 8.79, "de_lowest_kcal_mol": 8.4, "symbols": ["N", "F", "P", "S", "Cl", "H", "H"], "xyz": [[0.26, -0.22, -0.01], [1.99, -1.58, 2.07], [0.45, -1.08, 2.15], [-0.07, 0.12, 3.64], [-0.52, -2.76, 2.06], [1.18, 0.31, -0.07], [0.30, -1.16, -0.35]], "nbo_charge": [-0.926, -0.558, 1.394, -0.435, -0.184, 0.368, 0.342]}